No. 1
# C53H35Cl2N4O4W

C53H35Cl2N4O4W as an isolated structure (ωB97M-V with the def2-TZVPD basis set, the Open Molecules 2025 dataset).

Output
**HOMO (spin up / spin down)**: -9.98 / -9.98 eV
**Spin multiplicity**: 1
**Frontier orbital gap (spin up / spin down)**: 5.57 / 5.57 eV
**Lowest unoccupied orbital energy (spin up / spin down)**: -4.4 / -4.4 eV
**Relative energy (zero: lowest compared OMol25 entry of this formula, charge and spin)**: 103.04 kJ/mol
**Total charge**: +1

Cartesian coordinates (Å):
W 0.049 -0.667 0.158
C -1.628 6.790 1.108
C -1.081 5.939 2.057
C -0.917 4.592 1.770
C -1.282 4.089 0.526
C -1.840 4.947 -0.419
C -2.015 6.290 -0.128
C -1.111 2.642 0.226
C -1.874 1.720 0.919
C -2.975 2.091 1.757
C -3.605 0.954 2.109
C -2.873 -0.124 1.513
N -1.802 0.349 0.782
C -3.262 -1.443 1.560
C -2.515 -2.444 0.961
C -2.804 -3.821 1.186
C -1.748 -4.528 0.743
C -0.841 -3.604 0.141
C 0.260 -3.987 -0.608
C 1.035 -5.218 -0.318
C 0.894 -5.846 0.927
C 1.653 -6.955 1.259
C 2.592 -7.448 0.366
C 2.799 -6.793 -0.838
C 2.046 -5.680 -1.169
C 0.534 -3.129 -1.690
N 0.364 -1.768 -1.632
C 0.658 -1.319 -2.922
C 0.863 -0.009 -3.289
C 1.410 0.287 -4.639
C 0.662 1.011 -5.565
C 1.177 1.275 -6.824
C 2.449 0.834 -7.162
C 3.203 0.122 -6.241
C 2.684 -0.158 -4.986
C 0.577 1.042 -2.433
C 0.900 2.396 -2.703
C 0.367 3.143 -1.706
C -0.304 2.251 -0.831
N -0.124 0.928 -1.240
C 0.850 -2.432 -3.785
C 0.810 -3.549 -3.021
N -1.347 -2.295 0.237
C -4.483 -1.825 2.323
C -5.623 -2.256 1.650
C -6.756 -2.619 2.363
C -6.752 -2.563 3.749
C -5.616 -2.139 4.423
C -4.484 -1.768 3.713
H -1.762 7.839 1.333
H -0.783 6.321 3.023
H -0.493 3.929 2.510
H -2.156 4.556 -1.379
H -2.458 6.945 -0.865
H -3.261 3.105 1.980
H -4.510 0.842 2.678
H -3.701 -4.193 1.648
H -1.637 -5.597 0.716
H 0.229 -5.435 1.670
H 1.526 -7.417 2.228
H 3.189 -8.312 0.626
H 3.571 -7.133 -1.516
H 2.290 -5.153 -2.075
H -0.334 1.344 -5.305
H 0.582 1.823 -7.542
H 2.851 1.045 -8.144
H 4.198 -0.216 -6.496
H 3.277 -0.699 -4.260
H 1.467 2.731 -3.553
H 0.407 4.211 -1.583
H 0.983 -2.364 -4.850
H 0.860 -4.570 -3.351
H -5.623 -2.299 0.568
H -7.641 -2.947 1.835
H -7.634 -2.850 4.305
H -5.607 -2.102 5.503
H -3.590 -1.450 4.235
Cl 3.101 -1.919 -0.658
C 1.843 -1.817 0.632
Cl -0.079 -1.443 2.517
H 2.309 -1.323 1.485
H 1.593 -2.838 0.912
O 2.265 0.834 -0.183
C 1.824 1.321 0.861
O 0.710 0.811 1.337
C 2.469 2.391 1.627
C 2.004 2.744 2.886
C 2.624 3.756 3.622
C 3.696 4.377 3.029
O 4.444 5.391 3.526
C 5.489 5.625 2.574
O 5.229 4.803 1.435
C 4.167 4.017 1.770
C 3.586 3.020 1.040
H 1.167 2.205 3.306
H 2.286 4.039 4.607
H 6.446 5.342 3.019
H 5.471 6.674 2.275
H 3.943 2.726 0.065

No. 2
# C5H5FNO5S

An isolated ion of composition C5H5FNO5S and charge -1 at a distorted geometry (ωB97M-V with the def2-TZVPD basis set, the Open Molecules 2025 dataset).

Output
**HOMO**: -5.31 eV
**Spin multiplicity**: 1
**SMILES string**: CCOC(=O)O[S@](=O)([O-])=C(F)C#N
**Frontier orbital gap**: 8.64 eV
**Lowest unoccupied orbital energy**: 3.3 eV
**Relative energy (zero: lowest compared OMol25 entry of this formula, charge and spin)**: 177.57 kJ/mol
**Total charge**: -1

Cartesian coordinates (Å):
C -0.405 -3.081 2.240
C 0.490 0.565 0.035
C -0.630 1.417 -2.987
C -0.905 1.801 -1.558
C 0.232 -2.149 3.119
N -0.896 -4.005 1.761
O 1.858 -0.067 2.987
O 1.422 1.225 -0.316
O 0.336 -0.386 0.821
O 2.313 -2.081 1.518
O -0.806 0.781 -0.569
F -0.670 -1.315 3.796
S 1.338 -1.161 2.180
H -1.267 0.560 -3.401
H -0.745 2.338 -3.638
H 0.378 0.989 -3.345
H -1.909 2.000 -1.472
H -0.134 2.569 -1.172

No. 3
# C28H56B3BrO13P2

C28H56B3BrO13P2 as an isolated structure at a distorted geometry (ωB97M-V with the def2-TZVPD basis set, the Open Molecules 2025 dataset).

Output
**HOMO**: -8.45 eV
**Spin multiplicity**: 1
**Frontier orbital gap**: 7.69 eV
**Lowest unoccupied orbital energy**: -0.8 eV

Cartesian coordinates (Å):
C 0.332 1.850 -5.651
C 0.788 0.843 -4.496
C 1.829 1.580 -3.565
Br 3.703 1.271 -4.183
B 1.676 1.200 -1.993
O 1.056 -0.014 -1.609
B 0.898 -0.139 -0.211
C -0.304 -0.903 0.541
O -0.143 -0.717 1.976
C -0.521 -1.910 2.685
O 1.851 0.503 0.628
B 1.748 1.875 0.229
C 1.088 3.023 1.161
O -0.336 3.191 0.957
C -0.628 3.877 -0.229
C 0.295 4.716 -0.981
C -0.105 5.411 -2.211
C 0.995 6.242 -2.945
C -1.474 5.279 -2.664
C -2.455 4.470 -1.949
C -2.021 3.759 -0.741
C -3.093 2.872 0.006
C -4.517 3.544 0.061
C -3.259 1.541 -0.866
O 2.234 2.140 -1.087
H 0.916 2.810 -5.637
H 0.500 1.416 -6.677
H -0.746 2.153 -5.528
H -0.101 0.440 -3.956
H 1.353 0.028 -5.028
H 1.671 2.692 -3.652
H -0.419 -1.982 0.263
H -1.257 -0.349 0.271
H -0.453 -1.665 3.783
H 0.187 -2.756 2.489
H -1.590 -2.122 2.422
H 1.213 2.655 2.221
H 1.666 3.989 1.121
H 1.344 4.834 -0.639
H 0.990 7.329 -2.697
H 1.976 5.742 -2.702
H 0.849 6.061 -4.049
H -1.789 5.829 -3.586
H -3.483 4.410 -2.361
H -2.708 2.614 1.031
H -4.848 3.987 -0.909
H -4.613 4.311 0.882
H -5.275 2.744 0.311
H -3.632 1.865 -1.872
H -3.917 0.784 -0.368
H -2.214 1.153 -1.036
O -5.401 -1.803 6.595
P -5.409 -0.409 6.013
O -4.405 0.328 7.111
C -3.223 -0.314 7.575
C -2.003 0.131 6.791
O -6.861 0.082 6.608
C -7.852 -0.864 6.998
C -7.770 -1.134 8.488
O -5.455 1.011 5.119
C -4.293 1.523 4.487
C -3.757 0.599 3.415
H -3.303 -1.401 7.546
H -3.098 -0.030 8.624
H -2.091 -0.155 5.739
H -1.096 -0.325 7.192
H -1.888 1.217 6.829
H -7.767 -1.784 6.418
H -8.826 -0.430 6.763
H -6.761 -1.417 8.794
H -8.458 -1.932 8.776
H -8.025 -0.233 9.052
H -3.532 1.765 5.229
H -4.578 2.471 4.024
H -3.545 -0.397 3.820
H -2.844 1.001 2.973
H -4.497 0.465 2.622
O 6.174 -3.006 -2.647
P 5.620 -4.293 -3.211
O 5.805 -3.960 -4.827
C 6.985 -3.339 -5.323
C 7.974 -4.361 -5.850
O 4.021 -3.948 -3.050
C 3.573 -2.968 -2.118
C 3.397 -1.627 -2.804
O 5.101 -5.842 -3.602
C 5.968 -6.779 -4.220
C 7.145 -7.152 -3.343
H 7.469 -2.712 -4.573
H 6.679 -2.682 -6.141
H 8.312 -5.024 -5.048
H 8.850 -3.870 -6.276
H 7.518 -4.985 -6.622
H 4.249 -2.899 -1.265
H 2.608 -3.306 -1.731
H 4.293 -1.325 -3.343
H 3.152 -0.855 -2.079
H 2.593 -1.681 -3.542
H 6.290 -6.413 -5.195
H 5.375 -7.676 -4.413
H 7.719 -6.267 -3.049
H 7.807 -7.844 -3.863
H 6.798 -7.627 -2.423

No. 4
# C4H3OPt

C4H3OPt as an isolated structure at a distorted geometry (ωB97M-V with the def2-TZVPD basis set, the Open Molecules 2025 dataset).

Output
**HOMO (spin up / spin down)**: -19.97 / -21.51 eV
**Spin multiplicity**: 4
**Frontier orbital gap (spin up / spin down)**: 8.56 / 7.92 eV
**Lowest unoccupied orbital energy (spin up / spin down)**: -11.4 / -13.6 eV
**Relative energy (zero: lowest compared OMol25 entry of this formula, charge and spin)**: 0.00 kJ/mol
**Total charge**: +2

Cartesian coordinates (Å):
C -0.417 -1.393 -0.295
C -1.729 -1.117 -0.734
C -1.292 -0.596 0.418
H -2.431 -1.191 -1.566
C 0.965 1.308 0.672
O 1.758 0.652 -0.044
Pt 1.436 -1.018 -0.632
H 0.876 0.973 1.723
H 0.835 2.383 0.458

no.,calculated total energy (eV)
1,-96546.0864
2,-30545.3465
3,-147215.5767
4,-9460.1026